Entry from the OMol25 dataset: a molecular structure, C37H49N7O5S2Ti (ωB97M-V/def2-TZVPD).

The geometry in ORCA input format:
```
! wB97M-V def2-TZVPD RIJCOSX def2/J DEFGRID3
* xyz 1 2
C 0.63058 -4.57376 4.19671
N 0.64460 1.66790 3.02029
H -0.72026 -4.44884 -3.40799
C -0.11368 -2.54872 -3.20756
C -2.47091 1.79065 -3.41216
H 3.22573 1.50641 -5.39085
O -2.71976 -0.96669 -1.51197
C 3.83971 4.54324 -4.02109
C -3.12961 1.00741 2.24351
C -2.94476 2.80011 -4.23964
H 3.16978 -0.31151 3.79464
H 4.51257 5.38511 -4.11346
H -3.49205 -4.82305 -2.34453
H 2.68107 5.42703 -2.42302
C 0.54871 -2.25113 3.46444
N -1.30395 -2.80029 1.15395
H 2.71035 1.08147 -1.09282
H -2.14268 -3.06717 1.65909
H 1.56871 1.25461 3.12936
C -1.98121 -1.22947 -0.57522
C -0.70240 3.24174 -2.70059
H -0.98088 1.24133 -1.95942
H -2.15622 -0.41313 3.30035
C 3.37243 -0.79993 2.84674
C -1.17286 4.25649 -3.51980
N 0.97827 -1.21986 2.62480
H -2.91025 -3.68532 -4.30116
H -1.79015 -2.92396 5.85522
O 1.49489 0.84314 0.48362
C 1.12446 -3.53444 3.42421
N -1.93793 0.52031 2.96272
C 2.82433 4.57407 -3.07301
H -2.02854 1.03630 5.03618
H -0.16027 4.59117 1.43915
H -1.85777 -4.71170 -0.73054
H -0.57566 -2.72885 -0.76162
H 4.77968 3.41938 -5.58478
H -4.11308 -3.21628 -2.07855
C -0.06679 1.51062 4.29946
H 5.47782 -0.40519 2.90957
S 0.73633 3.52518 -1.66316
H -0.82427 -5.20136 5.65483
C -2.46509 -3.80383 -0.79900
C -3.18958 -3.78898 -2.15894
C -1.57771 1.39434 4.10652
H 1.97228 -3.72122 2.77852
N 1.13737 -2.90721 -2.89053
C 2.10081 2.38339 -3.79569
N -1.03296 -3.49146 -3.41697
C -2.91015 2.35265 1.55212
O 0.68733 4.92303 -1.16226
H 1.26221 3.68089 3.31743
C 1.85887 0.51400 -0.68852
H 4.08344 -2.63999 -0.45839
H 1.57564 2.97588 1.72556
H 1.10237 -5.54607 4.12790
H -3.38458 0.25624 1.49979
C -1.34168 2.01167 -2.63292
C -2.29963 4.03066 -4.29359
C 2.31404 -1.37413 2.14537
H 1.76454 -2.48602 0.40477
C 1.96199 3.49536 -2.97564
N -0.39182 -1.25794 -3.27761
C -1.55695 -2.67494 -0.27427
C -2.47493 -3.25114 -3.40121
H -0.88077 -1.08000 4.56066
C 4.92821 -1.52071 1.16199
C -0.98780 -3.11563 5.15305
C 3.11825 2.36113 -4.73602
O 1.34601 -0.38059 -1.37217
O -1.43955 -0.33279 0.18213
H 5.93829 -1.57481 0.77867
H -3.97898 1.10555 2.92935
H -2.99232 0.84536 -3.33562
H 1.40594 1.55443 -3.71807
C -0.49354 -2.07126 4.38671
C -0.44506 -4.38730 5.05339
H 0.14703 2.34142 4.98007
H -3.09282 3.19857 2.21366
H -0.66265 5.21185 -3.53388
Ti -0.12768 0.13538 1.54909
H -3.83049 2.63267 -4.83865
C 3.98858 3.43919 -4.84733
C -0.42440 3.68614 1.98692
H -3.62536 2.44455 0.73534
H 0.31807 0.60099 4.75984
S -1.26170 2.56704 0.82419
H 1.41771 -3.87025 -2.85817
C 3.88384 -2.11834 0.47011
H 1.82199 -2.19062 -2.70549
C 2.58768 -2.04660 0.95757
H -1.35372 -0.95827 -3.31448
C 4.66848 -0.86409 2.35649
H -2.67645 4.81292 -4.93870
H -1.12197 3.96431 2.77608
H -3.24932 -3.94766 -0.04950
C 0.84342 3.04534 2.52971
H -2.00666 2.37659 3.92134
H 0.24868 -0.64079 -2.76800
H -2.64277 -2.18249 -3.44870
H -0.58803 -3.47936 1.38010
*
```

Summary:
Gap between HOMO and LUMO (alpha / beta): 7.614 / 7.713 eV
Highest occupied orbital energy (alpha / beta): -9.620 / -9.715 eV
ΔE to the lowest compared entry with this formula, charge and spin: 28.8 kJ/mol
DFT total energy: -3844.648910 Eh